#P
20
Properties=species:S:1:pos:R:3 method="wB97M-V/def2-TZVPD" charge=-1 lumo_energy_ha=-0.0074 orbital_gap_ev=4.068
C -1.80833 -0.53861 1.24259
O 0.56814 -2.20153 2.30799
C -0.73731 0.37514 0.58769
C 0.36868 -0.58138 -0.00598
C 1.79323 -0.14130 0.13126
O 2.28549 0.81360 -0.77307
N -1.12750 1.32714 -0.41692
H -2.31492 -1.11315 0.47584
H -1.18913 -1.06899 1.98812
H -2.63066 0.07187 1.64995
H -0.17200 0.87624 1.40099
H 0.10053 -0.89429 -1.02065
H 0.23396 -1.42660 0.72172
H 2.45550 -1.05064 0.05280
H 1.85213 0.13062 1.18397
H -1.94463 1.87448 -0.19954
H -0.85170 1.14623 -1.39926
H 0.79924 0.54143 -3.58345
H 1.66371 0.91399 -1.62152
O 0.65557 0.94576 -2.72254

---

#Q
20
Properties=species:S:1:pos:R:3 method="wB97M-V/def2-TZVPD" charge=-1 lumo_energy_ha=0.1420 orbital_gap_ev=8.134
C 0.05617 -0.47340 1.00577
C -1.06256 0.50338 1.35779
C -1.81191 0.93987 0.12083
O -2.22704 -0.05239 -0.75051
N 0.98142 0.10800 0.05290
C 1.98735 -0.81783 -0.40646
O 3.12764 -0.81753 0.46717
H 0.66925 -0.73769 1.86700
H -0.46211 -1.34626 0.58224
H -1.81841 0.10242 2.04072
H -0.69332 1.40653 1.85863
H -2.69516 1.53665 0.46634
H -1.30080 1.74782 -0.44398
H 0.51675 0.32640 -0.84624
H 2.33970 -0.57056 -1.40343
H 1.60253 -1.84224 -0.43415
H 3.06591 -0.07662 1.06686
H -0.55354 0.50608 -2.84405
H -1.40562 -0.17339 -1.39758
O -0.31624 -0.26923 -2.35983

---

Most favorable first, least favorable last: #Q, #P

---

#P
18
Properties=species:S:1:pos:R:3 method="wB97M-V/def2-TZVPD" lumo_energy_ha=-0.0118 orbital_gap_ev=8.963
O 2.30746 -1.98224 0.49074
C 1.55392 -1.14855 0.06393
C 0.13370 -1.31007 -0.41441
C -0.49195 0.06956 -0.19558
C -1.77953 0.39102 -0.86504
O -2.08318 -0.06049 0.43725
C 0.62950 1.08542 -0.43207
C 1.87316 0.37916 0.04498
O 2.89501 0.85292 0.46528
H 0.17407 -1.55884 -1.48787
H -0.40079 -2.11702 0.09926
H -2.00481 1.45383 -1.01946
H -2.11237 -0.29600 -1.64874
H 0.76794 1.29010 -1.50723
H 0.45483 2.04269 0.07332
O -0.25916 0.01831 1.92187
H -1.49231 -0.02024 1.70394
H -0.16548 0.91044 2.26985

---

#Q
18
Properties=species:S:1:pos:R:3 method="wB97M-V/def2-TZVPD" lumo_energy_ha=-0.0194 orbital_gap_ev=9.237
C 2.76218 -0.22782 -0.01537
C 3.70937 0.32663 0.64089
C 1.30489 -0.48936 0.24095
C -1.67261 -0.83794 -0.32090
C 0.39419 0.70666 0.18995
C -1.06558 0.38303 0.55753
O 1.93232 -0.83118 -0.88730
O -0.92301 -1.93623 0.26289
O 0.47697 1.42052 -0.99058
O -1.88957 1.45850 0.06284
H 1.19222 -1.35264 0.91916
H -1.39979 -0.71457 -1.33311
H -2.66326 -0.99084 -0.01811
H 0.91893 1.33876 0.97012
H -1.23342 0.24789 1.58410
H -1.14816 -2.65324 -0.36259
H 0.81328 2.24415 -0.74841
H -1.50896 1.90769 -0.75207

---

#R
18
Properties=species:S:1:pos:R:3 method="wB97M-V/def2-TZVPD" lumo_energy_ha=-0.0076 orbital_gap_ev=9.096 smiles="O=C1CC2(CO2)CC1=O.O"
O 2.23814 -1.95880 0.52646
C 1.48740 -1.12861 0.08819
C 0.10049 -1.31172 -0.47604
C -0.54297 0.06620 -0.35894
C -1.83231 0.36070 -1.00664
O -1.89959 0.11769 0.39007
C 0.57151 1.10306 -0.45572
C 1.78907 0.40203 0.09334
O 2.79513 0.88307 0.54271
H 0.21508 -1.60012 -1.53444
H -0.46786 -2.10021 0.03049
H -2.04874 1.39649 -1.28957
H -2.28679 -0.41725 -1.62664
H 0.79123 1.35000 -1.50835
H 0.33541 2.03693 0.06778
O -0.13084 -0.04855 2.13103
H -1.17922 0.04404 1.85720
H 0.06485 0.80502 2.52908

---

Most favorable first, least favorable last: #R, #P, #Q

---

#P
22
Properties=species:S:1:pos:R:3 method="wB97M-V/def2-TZVPD" charge=+1 lumo_energy_ha=-0.1221 orbital_gap_ev=9.494
C 1.67881 1.32187 0.55053
C 1.99918 0.07375 -0.36996
C 0.83859 -0.76951 -0.77525
C 0.31386 -1.72915 0.00181
C -0.97118 -2.35618 -0.24747
C -2.05936 -2.16894 0.47655
N 0.55397 2.13028 -0.19916
H 2.53850 2.03094 0.42057
H 1.39342 0.88661 1.59946
H 2.70159 0.36259 -1.15131
H 2.78583 -0.47350 0.17894
H 0.36594 -0.57147 -1.73379
H 0.84945 -1.81778 0.96215
H -0.85715 -2.99946 -1.16695
H -1.83096 -1.73505 1.42011
H -3.10108 -2.39057 0.29194
H 0.04046 2.61730 0.54349
H -0.30933 1.48167 -0.34550
H 0.85119 2.51312 -1.10134
H -2.47612 1.88459 1.15326
H -2.14921 1.19020 -0.21319
O -1.93497 1.98472 0.33988

---

#Q
22
Properties=species:S:1:pos:R:3 method="wB97M-V/def2-TZVPD" charge=+1 lumo_energy_ha=-0.1736 orbital_gap_ev=9.112
C -1.74682 -2.40300 -0.72446
C -1.17355 -0.92346 -0.36158
C 0.45664 -0.96180 -0.47295
C 1.29999 0.20879 -0.57919
C 2.28534 0.42371 -1.41043
C 0.69021 0.99573 1.47257
N 0.87384 1.22649 0.17240
H -0.90605 -3.04625 -0.31534
H -2.76563 -2.44692 -0.30042
H -1.52760 -2.54432 -1.91534
H -1.53939 -0.16241 -0.99289
H -1.47105 -0.87180 0.71473
H 0.89147 -1.58182 0.32947
H 0.72206 -1.66850 -1.39558
H 2.64626 1.41150 -1.56464
H 2.58595 -0.37186 -2.13619
H 0.38355 1.93754 2.02922
H 0.92382 0.00460 1.89570
H 0.54564 2.23019 -0.22033
H -2.21061 1.51581 0.78541
H -2.05275 1.69276 2.33633
O -1.65169 1.40953 1.49991

---

Most favorable first, least favorable last: #P, #Q

---

#P
22
Properties=species:S:1:pos:R:3 method="wB97M-V/def2-TZVPD" charge=+1 lumo_energy_ha="-0.2132 / -0.2131" orbital_gap_ev="8.313 / 8.316"
C 0.53507 1.80677 0.14829
C -2.41500 0.37885 -0.34409
C 2.58551 -0.54922 -0.44634
C 0.26654 0.29257 -0.22128
C -1.44403 -1.64850 0.36141
C -1.06866 -0.16996 0.35713
N 1.34820 -0.66303 0.36663
O 0.97198 -1.95569 0.48763
H 0.09514 2.43639 -0.61503
H 0.16662 2.07409 1.16091
H 1.54008 2.03481 0.11225
H -3.18247 0.50191 0.35828
H -2.16149 1.50382 -0.66550
H -2.93116 -0.21332 -1.09275
H 2.72187 0.47520 -0.66778
H 2.41081 -1.03390 -1.42014
H 3.41461 -0.97457 0.01831
H 0.28724 0.16734 -1.25290
H 1.50826 -0.45307 1.30568
H -2.21071 -1.80515 1.11399
H -1.39334 -2.24355 -0.50294
H -1.04508 0.03821 1.43823

---

#Q
22
Properties=species:S:1:pos:R:3 method="wB97M-V/def2-TZVPD" charge=+1 lumo_energy_ha=-0.1654 orbital_gap_ev=9.323
C -2.65804 -0.03096 -0.44902
C -1.95000 -1.28300 -0.95072
C -0.61488 -0.95086 -1.63196
C 0.28106 -0.14435 -0.75350
C 1.24053 -0.65489 0.02017
N 1.93128 0.14176 0.95926
C 2.87827 -0.29008 1.68032
H -2.67214 0.74698 -1.21380
H -2.04229 0.36996 0.38275
H -3.62276 -0.22301 -0.01725
H -2.53996 -1.77004 -1.70789
H -1.81554 -1.92523 -0.08821
H -0.87160 -0.30881 -2.49254
H -0.13125 -1.85782 -1.99763
H 0.14785 0.93662 -0.69259
H 1.49246 -1.70670 -0.03083
H 1.56712 1.14869 1.06504
H 3.38230 -1.24971 1.58359
H 3.30154 0.34899 2.44261
H 1.54713 3.35017 1.43545
H 0.13668 2.80730 1.06476
O 1.01224 2.54500 1.39199

---

Most favorable first, least favorable last: #Q, #P

---

#P
12
Properties=species:S:1:pos:R:3 method="wB97M-V/def2-TZVPD" charge=-1 lumo_energy_ha=0.1641 orbital_gap_ev=8.395
C 1.08438 -0.86582 0.33074
C 0.48722 0.13677 1.31098
H 1.47352 -1.74493 0.85375
H 1.90429 -0.39625 -0.22048
H 0.33314 -1.12863 -0.41241
H 1.22566 0.46728 2.05122
H 0.08127 0.98147 0.76491
H -0.34880 -0.30202 1.86224
O -1.86018 -0.18691 -0.81698
C -1.54744 0.71505 -1.62799
O -0.52019 1.42257 -1.66480
H -2.31287 0.90142 -2.43118

---

#Q
12
Properties=species:S:1:pos:R:3 method="wB97M-V/def2-TZVPD" charge=-1 lumo_energy_ha=0.1484 orbital_gap_ev=6.433
C 2.21290 1.76240 0.06532
O 2.63959 2.55988 -0.72558
H 2.35717 0.67375 0.17398
H 1.49080 2.11255 0.85123
H -4.83341 2.86652 2.35726
C 0.42931 -2.78688 -1.09082
C -0.05873 -1.65646 -0.47392
O 0.58528 -0.69153 0.04504
H -0.20727 -3.66666 -1.14086
H 1.50572 -2.92384 -1.11831
H -1.14581 -1.45852 -0.67030
H -4.97558 3.20879 1.72696

---

#R
12
Properties=species:S:1:pos:R:3 method="wB97M-V/def2-TZVPD" charge=-1 lumo_energy_ha=0.1448 orbital_gap_ev=6.235 smiles=[O-]CCCO
C 0.08804 0.15538 -0.32356
C -0.73346 0.84590 0.71215
O -0.47533 2.26835 0.77601
C 0.21097 -1.39702 -0.13051
O 0.83300 -2.01474 -1.10817
H 1.11713 0.54619 -0.22151
H -0.25261 0.35817 -1.34006
H -1.80694 0.77330 0.55472
H -0.56078 0.40887 1.70175
H 0.43801 2.39707 0.47469
H 0.65508 -1.47967 0.91346
H -0.84439 -1.73197 0.06932

---

#S
12
Properties=species:S:1:pos:R:3 method="wB97M-V/def2-TZVPD" charge=-1 lumo_energy_ha=0.1569 orbital_gap_ev=6.874
C -0.83355 -0.39115 -1.91865
O -1.41550 -0.87698 -2.90504
H -0.81143 -0.86765 -0.95116
H -0.86050 0.71043 -1.89454
H -1.27063 -2.51111 3.89427
C 0.74887 1.68284 -0.14637
C 1.46752 0.46308 -0.10959
O 1.54148 -0.33125 -1.08744
H 0.63583 2.26558 0.79065
H 0.62719 2.37478 -0.98879
H 1.89121 0.21233 0.87366
H -1.72049 -2.73091 4.44300

---

Most favorable first, least favorable last: #P, #R, #Q, #S